# 1
{
  "formula": "C4H12N2O",
  "method": "wB97M-V/def2-TZVPD",
  "spin_multiplicity": 1,
  "homo_lumo_gap_ev": 10.201,
  "charge": 0,
  "smiles": "NCC[C@H](N)CO",
  "symbols": ["C", "O", "C", "C", "C", "N", "N", "H", "H", "H", "H", "H", "H", "H", "H", "H", "H", "H", "H"],
  "positions_angstrom": [[0.2862, 0.3724, -1.9071], [0.3827, -0.8203, -2.7043], [0.5687, 0.1107, -0.4244], [-0.4276, 0.7855, 0.5313], [-0.7204, -0.1427, 1.7221], [-1.4423, -1.3661, 1.2939], [1.9585, 0.4548, -0.1151], [-0.7550, 0.6614, -2.0289], [0.9952, 1.0720, -2.3418], [0.3877, -0.9630, -0.3487], [0.0077, 1.7041, 0.9344], [-1.3732, 1.1126, 0.0884], [0.2527, -0.4654, 2.1061], [-1.3191, 0.2882, 2.5199], [-1.6131, -1.3920, 0.3005], [-2.2825, -1.5384, 1.8217], [0.8694, -1.4973, -2.2394], [2.0514, 1.4680, -0.0351], [2.1731, 0.1556, 0.8266]],
  "forces_ev_per_a": [[-0.1, -0.9, -0.3], [-0.2, 0.2, -0.1], [-0.4, 0.6, -0.5], [-0.5, 0.3, 1.0], [-0.3, -0.9, -0.8], [0.5, 0.1, 0.1], [0.1, -0.2, 0.3], [0.1, 0.5, -0.1], [-0.2, 0.5, 0.2], [0.5, -0.1, 0.4], [0.2, 0.0, -0.1], [0.0, -0.3, -0.3], [0.0, 0.2, 0.4], [0.3, 0.5, 0.0], [-0.3, 0.0, 0.0], [-0.1, 0.1, -0.2], [0.4, -0.1, 0.2], [-0.1, -0.1, -0.4], [0.1, -0.4, 0.1]],
  "nbo_charge": [-0.057, -0.729, -0.096, -0.428, -0.207, -0.865, -0.819, 0.171, 0.177, 0.194, 0.204, 0.206, 0.166, 0.192, 0.357, 0.367, 0.466, 0.349, 0.352]
}

# 2
{
  "formula": "C27H25BF2FeIN10O2",
  "method": "wB97M-V/def2-TZVPD",
  "spin_multiplicity": 6,
  "homo_lumo_gap_ev": [7.977, 7.206],
  "charge": 0,
  "symbols": ["Fe", "C", "C", "N", "N", "C", "B", "N", "C", "C", "C", "N", "N", "C", "C", "C", "N", "N", "C", "C", "C", "N", "H", "H", "H", "H", "H", "H", "H", "H", "H", "H", "H", "H", "C", "C", "N", "C", "C", "C", "O", "C", "C", "N", "C", "C", "C", "C", "C", "C", "I", "C", "O", "H", "H", "H", "H", "H", "H", "H", "H", "H", "H", "H", "H", "F", "C", "F", "H"],
  "positions_angstrom": [[-0.2675, 0.2239, 0.0837], [3.4011, 1.2415, -1.9930], [2.4933, 0.2985, -1.5125], [1.4383, 0.9029, -0.9796], [1.6226, 2.2296, -1.1228], [2.8072, 2.4540, -1.7284], [0.4526, 3.2544, -1.0674], [-0.2622, 3.2556, 0.3141], [-0.7369, 4.3075, 1.0049], [-1.7596, 3.8766, 1.8188], [-1.8675, 2.5116, 1.5526], [-0.9684, 2.1416, 0.6473], [-0.6186, 2.8247, -2.0945], [-1.4007, 3.5704, -2.9047], [-2.3253, 2.7409, -3.4944], [-2.0447, 1.4750, -2.9560], [-1.0308, 1.5301, -2.1071], [1.0357, 4.6214, -1.3854], [1.3048, 5.1672, -2.5993], [2.1431, 6.2345, -2.4070], [2.3495, 6.2635, -1.0140], [1.6933, 5.2920, -0.4062], [4.3560, 1.0612, -2.4544], [2.5649, -0.7766, -1.5080], [3.1452, 3.4563, -1.9303], [-0.3055, 5.2832, 0.8649], [-2.3456, 4.4618, 2.5055], [-2.5521, 1.7942, 1.9700], [-1.2657, 4.6348, -2.9895], [-3.0915, 3.0088, -4.2008], [-2.5548, 0.5411, -3.1230], [0.9200, 4.7349, -3.5071], [2.5411, 6.8960, -3.1571], [2.9408, 6.9543, -0.4329], [-3.9405, -1.1877, 2.4374], [-2.8831, -0.5655, 3.2948], [-3.1573, -0.2542, 4.5389], [-2.2001, 0.3098, 5.3073], [-0.9281, 0.5657, 4.8673], [0.0810, 1.1599, 5.8124], [1.1397, 0.2562, 6.1313], [-0.6095, 0.2496, 3.5266], [0.7474, 0.3849, 3.0528], [1.1424, 0.2797, 1.8323], [2.5575, 0.2395, 1.6615], [3.3526, 1.3584, 1.8631], [4.7252, 1.2740, 1.6774], [5.3057, 0.0731, 1.2962], [4.5127, -1.0457, 1.0779], [3.1427, -0.9540, 1.2507], [1.8590, -2.5280, 0.7783], [-1.6032, -0.3042, 2.7051], [-1.4323, -0.5727, 1.4486], [-4.8479, -1.3250, 3.0200], [-3.5990, -2.1467, 2.0434], [-4.1476, -0.5625, 1.5659], [-2.4882, 0.5611, 6.3224], [-0.4309, 1.4923, 6.7193], [0.5670, 2.0321, 5.3736], [0.7462, -0.5548, 6.4702], [1.5071, 0.5091, 3.8250], [2.8806, 2.2928, 2.1439], [5.3398, 2.1515, 1.8297], [6.3763, 0.0028, 1.1561], [4.9580, -1.9816, 0.7673], [-0.9718, -2.5794, -0.7231], [-1.0789, -1.2990, -1.1863], [-2.4131, -1.0570, -1.3735], [-0.5798, -1.2444, -2.1631]],
  "forces_ev_per_a": [[-0.4, 0.0, 0.2], [0.1, -0.1, 0.0], [0.0, 0.0, 0.1], [-0.1, -0.2, -0.1], [0.1, 0.2, -0.1], [-0.1, 0.0, 0.1], [-0.1, 0.0, 0.1], [0.0, -0.1, -0.1], [0.1, 0.1, 0.0], [-0.1, 0.0, 0.1], [0.0, 0.0, 0.0], [0.1, 0.2, 0.1], [0.1, -0.1, -0.1], [-0.1, 0.0, 0.1], [0.0, -0.1, 0.0], [-0.1, 0.1, 0.0], [0.1, 0.2, 0.0], [-0.1, 0.0, 0.0], [0.1, -0.1, 0.0], [0.0, 0.1, 0.0], [0.0, 0.0, 0.0], [0.1, 0.0, -0.1], [0.0, 0.0, 0.0], [0.0, 0.0, 0.0], [0.0, 0.0, 0.0], [0.0, 0.0, 0.0], [0.0, 0.0, 0.0], [0.0, 0.0, 0.0], [0.0, 0.0, 0.0], [0.0, 0.0, 0.0], [0.0, 0.0, 0.0], [0.0, 0.0, 0.0], [0.0, 0.0, 0.0], [0.0, 0.0, 0.0], [0.0, 0.0, 0.0], [0.0, 0.0, 0.0], [0.0, 0.0, 0.0], [0.0, 0.0, -0.1], [0.0, 0.0, 0.1], [0.0, 0.0, 0.0], [0.0, 0.0, 0.0], [0.0, -0.1, -0.2], [0.1, 0.0, 0.0], [0.0, 0.0, 0.1], [-0.1, 0.0, 0.0], [0.0, 0.0, 0.0], [0.0, 0.0, 0.0], [0.0, 0.0, 0.0], [0.0, 0.0, 0.0], [-0.1, 0.0, 0.0], [0.2, -0.1, 0.1], [0.1, 0.0, 0.1], [0.0, 0.1, -0.1], [0.0, 0.0, 0.0], [0.0, 0.0, 0.0], [0.0, 0.0, 0.0], [0.0, 0.0, 0.0], [0.0, 0.0, 0.0], [0.0, 0.0, 0.0], [0.0, 0.0, 0.0], [0.0, 0.0, 0.0], [0.0, 0.0, 0.0], [0.0, 0.0, 0.0], [0.0, 0.0, 0.0], [0.0, 0.0, 0.0], [-0.1, 0.0, 0.0], [0.3, 0.1, -0.2], [0.0, 0.0, 0.1], [-0.1, -0.1, 0.0]],
  "mulliken_spin": [4.213, -0.001, -0.009, 0.068, 0.008, 0.009, -0.084, -0.012, 0.008, 0.002, 0.010, 0.099, 0.001, 0.007, 0.002, -0.006, 0.053, 0.001, 0.000, 0.000, 0.000, 0.000, 0.001, 0.002, 0.001, 0.001, 0.001, 0.004, 0.001, 0.000, 0.001, 0.000, 0.000, 0.000, 0.002, 0.006, -0.002, 0.014, -0.011, -0.001, 0.000, 0.003, 0.017, 0.078, -0.024, -0.001, -0.002, 0.003, -0.005, 0.007, 0.018, 0.011, 0.103, 0.000, 0.001, 0.000, 0.001, 0.000, 0.000, 0.000, 0.008, 0.000, 0.000, 0.000, 0.000, 0.022, 0.332, 0.021, 0.018]
}

Computed values of largest force on an atom (unit: eV/A) for the preceding records, in sequence: 1.22, 0.42.
Computed values of E (unit: a.u.) for the preceding records, in sequence: -344.324363, -3528.008923.